Arrangement A

{
  "formula": "C6H10N4",
  "method": "wB97M-V/def2-TZVPD",
  "elements": ["C", "C", "C", "C", "C", "N", "N", "C", "N", "N", "H", "H", "H", "H", "H", "H", "H", "H", "H", "H"],
  "coordinates": [[1.43845, -1.20137, 0.57603], [0.53000, -1.47701, -0.62006], [-0.74248, -0.59094, -0.64117], [-1.74833, -1.12891, 0.36038], [-0.32148, 0.81687, -0.35195], [-0.79195, 1.41017, 0.72918], [-0.35747, 2.63346, 0.98356], [0.49507, 3.14561, 0.13185], [0.94036, 2.58223, -0.96808], [0.51294, 1.36225, -1.22249], [2.09836, -0.36680, 0.39476], [0.86226, -0.97981, 1.46452], [2.06039, -2.05499, 0.80308], [0.23014, -2.51408, -0.59853], [1.09784, -1.26251, -1.51786], [-1.15544, -0.59636, -1.64131], [-2.53553, -0.43189, 0.60465], [-1.25230, -1.47919, 1.25421], [-2.21812, -1.99724, -0.08794], [0.85728, 4.13053, 0.34717]],
  "gap_ev": 8.72,
  "mol_weight_g_mol": 138.17,
  "smiles": "CC[C@@H](C)c1nncnn1",
  "e_homo_ev": -9.5
}

---

Arrangement B

{
  "formula": "C6H10N4",
  "method": "wB97M-V/def2-TZVPD",
  "elements": ["C", "C", "C", "C", "C", "C", "N", "N", "N", "N", "H", "H", "H", "H", "H", "H", "H", "H", "H", "H"],
  "coordinates": [[-3.44060, -0.50188, 0.29153], [-2.90790, 0.73836, 0.66097], [-2.37411, -1.05350, -0.42107], [1.35892, 0.95404, 0.24390], [1.90873, -0.47158, 0.52814], [0.74307, 0.67012, -1.06978], [-1.67778, 0.89059, 0.24631], [-1.33471, -0.18985, -0.51479], [0.86583, -1.33116, 0.34887], [-0.10972, -0.43316, -1.12398], [-4.47424, -0.87604, 0.26314], [-3.49266, 1.67284, 1.14186], [-2.48601, -1.97349, -1.03250], [0.50821, 0.99714, 0.97191], [2.08543, 1.75169, 0.28862], [2.91610, -0.72679, 0.05094], [2.05712, -0.38381, 1.51547], [0.12915, 1.54654, -1.49543], [1.53744, 0.48857, -1.77475], [0.96456, -2.08464, -0.32994]],
  "gap_ev": [8.87, 8.87],
  "mol_weight_g_mol": 138.17,
  "e_homo_ev": [-8.7, -8.7]
}

---

How do the energies compare? Relative to the most stable structure, in kJ/mol: arrangement A 0.0; arrangement B 287.1.